Here is an isolated ion of composition C4H8NO and charge +1 at a distorted geometry from the Open Molecules 2025 dataset. Energies are from the ωB97M-V functional and the def2-TZVPD basis.

Lowest unoccupied orbital energy in eV: -4.74
Molar mass in g/mol: 86.11
Charge: +1
Energy in eV: -7805.141
Max |F| in hartree/bohr: 0.0770

```
14
Properties=species:S:1:pos:R:3:forces:R:3
O -2.79313 0.21517 0.31400 2.15 0.25 -0.43
N -0.39376 -0.14914 0.03306 2.19 -1.89 -0.05
C 0.21567 -1.51551 0.04053 -0.28 -0.93 -0.24
C 0.87672 -0.22521 0.20052 -2.58 -0.48 -0.92
C 2.06097 0.52424 0.20029 3.52 -0.82 -1.49
C -1.54343 0.74345 -0.14645 -2.71 -2.06 -0.21
H 0.16501 -2.06781 -0.90951 0.44 0.37 0.37
H 2.33216 0.70257 -0.87479 -0.21 -0.46 0.49
H 3.01258 0.15850 0.67088 -1.28 -0.62 -0.40
H -3.21234 -0.17551 -0.44863 -0.56 -0.34 -0.28
H -1.23132 1.34064 0.60563 0.15 3.57 1.70
H 0.17660 -2.12701 0.93988 -0.65 0.14 -0.06
H -1.67570 1.10226 -1.17062 0.77 0.14 0.24
H 2.00997 1.47335 0.54522 -0.93 3.14 1.28
```
Forces are in eV/Å.

---

Here is an isolated ion of composition C4H8NO and charge +1 at a distorted geometry from the Open Molecules 2025 dataset. Energies are from the ωB97M-V functional and the def2-TZVPD basis.

Lowest unoccupied orbital energy in eV: -5.02
Molar mass in g/mol: 86.11
Charge: +1
Energy in eV: -7805.992
Max |F| in hartree/bohr: 0.0849

```
14
Properties=species:S:1:pos:R:3:forces:R:3
O 1.46217 1.03953 0.50071 -0.15 -0.60 0.74
N -0.30436 -0.57879 0.27059 2.79 1.23 0.09
C -0.73210 0.68029 -0.31737 0.40 1.78 2.64
C 0.50250 1.60560 -0.31980 1.25 2.55 -3.32
C -0.85800 -1.65925 0.59335 1.06 -0.40 2.74
C 1.36150 -0.29738 0.39052 -1.03 -1.40 0.10
H 1.02364 1.72625 -1.34925 -1.29 -0.58 1.06
H 0.34850 2.70728 -0.06440 -0.23 -1.76 0.28
H -0.30940 -2.37402 1.26246 0.17 0.41 -1.40
H -1.48309 1.27470 0.21290 -0.32 -1.02 0.32
H 1.76604 -0.84140 -0.52957 -0.42 0.95 1.14
H 1.61987 -0.66407 1.36738 0.47 -0.97 0.01
H -1.89206 -1.84529 0.67946 -1.41 0.27 -0.90
H -1.05411 0.46413 -1.24197 -1.28 -0.46 -3.49
```
Forces are in eV/Å.

---

Here is a 2-piece molecular cluster, C4H8NO overall at a distorted geometry from the Open Molecules 2025 dataset. Energies are from the ωB97M-V functional and the def2-TZVPD basis.

Lowest unoccupied orbital energy in eV: -4.59
Molar mass in g/mol: 86.11
Charge: +1
Energy in eV: -7802.190
Max |F| in hartree/bohr: 0.1164

```
14
Properties=species:S:1:pos:R:3:forces:R:3
O -0.22242 0.23545 0.57566 0.43 -0.60 -1.84
N -0.96340 0.52876 2.74144 3.67 -3.40 3.28
C -0.51660 1.60506 1.97693 1.00 2.61 -2.16
C 0.04050 -0.33141 -1.80363 -1.63 -0.73 -3.20
C -0.02874 -0.00625 -0.59473 -0.22 0.83 3.16
C 1.11622 -0.90080 -2.72826 -2.60 -1.91 -0.01
H 0.60636 1.70727 1.95227 -1.07 -0.45 0.78
H -1.01604 -0.18202 -2.21899 1.26 -0.12 0.43
H 1.62903 -1.63756 -2.16913 1.11 -0.44 0.59
H -0.56803 0.44862 3.75973 0.21 0.18 -2.01
H 0.71046 -1.50962 -3.60312 0.10 1.33 1.12
H -0.57225 -0.33173 2.15483 -1.35 1.17 1.51
H 1.68868 -0.10603 -3.03534 1.68 1.51 -0.97
H -1.90376 0.48025 2.99236 -2.58 0.04 -0.70
```
Forces are in eV/Å.

---

Here is a 2-piece molecular cluster, C4H8NO overall at a distorted geometry from the Open Molecules 2025 dataset. Energies are from the ωB97M-V functional and the def2-TZVPD basis.

Lowest unoccupied orbital energy in eV: -5.04
Molar mass in g/mol: 86.11
Charge: +1
Energy in eV: -7806.401
Max |F| in hartree/bohr: 0.0230

```
14
Properties=species:S:1:pos:R:3:forces:R:3
O -2.33434 -0.66255 0.22297 -0.45 0.01 -0.21
N 0.57923 0.49081 -1.02747 -0.66 0.29 -0.59
C -2.67982 -1.00257 1.32633 0.86 0.15 0.39
C 1.46573 0.22577 0.04871 0.47 -0.27 -0.19
C -0.56598 1.05866 -0.92280 0.96 -0.48 0.49
C 2.70242 -0.17479 -0.19343 0.23 -0.23 0.21
H 3.37408 -0.42787 0.61547 -0.14 0.18 0.15
H 3.14211 -0.30940 -1.17371 -0.31 0.06 -0.18
H 0.85608 0.18605 -1.95943 0.26 0.03 0.14
H -1.92288 -0.99904 2.12828 -0.14 -0.11 0.23
H -3.68691 -1.30988 1.62795 -0.23 -0.02 -0.40
H -0.83397 1.31567 0.09009 -0.52 0.36 -0.19
H -1.14390 1.23826 -1.81624 -0.26 0.00 0.15
H 1.04815 0.37088 1.03328 -0.07 0.03 0.00
```
Forces are in eV/Å.

---

Here is an isolated ion of composition C4H8NO and charge +1 at a distorted geometry from the Open Molecules 2025 dataset. Energies are from the ωB97M-V functional and the def2-TZVPD basis.

Lowest unoccupied orbital energy (alpha / beta) in eV: -4.51 / -3.99
Molar mass in g/mol: 86.11
Charge: +1
Energy in eV: -7804.270
Max |F| in hartree/bohr: 0.0333

```
14
Properties=species:S:1:pos:R:3:forces:R:3
O -2.20655 0.03829 0.04113 -0.82 0.27 0.01
N 1.11675 -0.55775 0.41380 0.50 0.03 0.20
C -0.01201 -1.24691 -0.28362 -1.02 -0.76 -0.51
C 0.25678 0.65549 0.72319 -1.00 0.39 0.50
C -0.97266 -0.24974 0.32368 1.69 0.05 -0.30
C 0.34885 1.62290 -0.33512 0.07 -0.07 -0.10
H -0.17541 -2.27843 0.03947 0.20 0.05 -0.03
H 0.11644 -1.23516 -1.37149 0.17 0.03 0.10
H 0.29945 1.03972 1.73919 0.19 -0.13 0.04
H 1.92770 -0.33233 -0.17341 -0.18 -0.04 0.16
H 0.58130 1.31159 -1.33539 0.09 -0.12 -0.32
H -0.15266 2.56353 -0.22093 -0.11 0.24 0.10
H -2.56379 -0.27626 -0.80929 0.33 -0.02 0.25
H 1.43580 -1.05495 1.24880 -0.08 0.09 -0.10
```
Forces are in eV/Å.

---

Here is C4H8NO as an isolated structure at a distorted geometry from the Open Molecules 2025 dataset. Energies are from the ωB97M-V functional and the def2-TZVPD basis.

Lowest unoccupied orbital energy in eV: -3.84
Molar mass in g/mol: 86.11
Charge: +1
Energy in eV: -7805.225
Max |F| in hartree/bohr: 0.1490

```
14
Properties=species:S:1:pos:R:3:forces:R:3
O 2.42134 0.37458 0.92577 2.10 -0.27 5.80
N -0.04325 -0.95370 -0.73748 -1.20 -0.80 -0.53
C -0.34066 -0.10933 0.45691 0.48 1.10 2.51
C -1.78990 0.33596 0.74592 2.12 -1.25 -2.81
C 0.51186 0.41882 -0.64110 2.23 -0.31 0.68
C 2.36043 0.32933 -0.18921 -4.80 1.14 -5.86
H -2.08972 0.55374 -0.29188 -1.29 0.52 0.93
H 0.17893 1.17440 -1.35861 -0.11 -0.51 0.09
H -0.82131 -1.15305 -1.39192 0.41 0.31 0.56
H -1.76487 1.08884 1.46909 0.13 1.95 0.41
H -2.31741 -0.41680 1.26867 -0.77 -1.25 -0.15
H 2.99551 0.43651 -1.07561 0.46 -0.31 0.30
H 0.14746 -0.30662 1.47877 0.02 -0.48 -2.08
H 0.55160 -1.77268 -0.65932 0.22 0.16 0.15
```
Forces are in eV/Å.

---

Here is C4H8NO as an isolated structure at a distorted geometry from the Open Molecules 2025 dataset. Energies are from the ωB97M-V functional and the def2-TZVPD basis.

Lowest unoccupied orbital energy in eV: -4.62
Molar mass in g/mol: 86.11
Charge: +1
Energy in eV: -7804.261
Max |F| in hartree/bohr: 0.1277

```
14
Properties=species:S:1:pos:R:3:forces:R:3
O -1.12512 1.41019 0.02182 -1.76 1.46 -0.58
N 1.79312 -1.03919 -0.05202 0.55 0.93 -6.48
C -1.79506 -0.93458 0.02399 -1.87 4.75 0.65
C 1.22991 0.10471 0.16703 -4.40 3.02 -0.30
C -0.77730 0.20744 -0.00970 1.39 -2.05 0.94
C 1.59953 1.36031 0.02636 0.38 -1.02 1.14
H -2.75391 -0.64071 -0.58895 1.65 -0.66 1.38
H 1.18138 2.31431 0.24702 -1.01 0.11 -0.37
H -2.09825 1.71313 -0.12493 1.60 -1.11 0.38
H 1.74204 -1.27433 -1.11110 0.48 -0.02 2.58
H -1.44655 -1.85281 -0.22930 1.27 -2.55 -0.96
H 1.79785 -1.77426 0.51888 -0.04 -3.34 2.98
H 2.63841 1.35741 -0.03655 1.97 0.47 -0.19
H -1.98607 -0.95163 1.14745 -0.22 -0.02 -1.15
```
Forces are in eV/Å.

---

Here is an isolated ion of composition C4H8NO and charge +1 at a distorted geometry from the Open Molecules 2025 dataset. Energies are from the ωB97M-V functional and the def2-TZVPD basis.

Lowest unoccupied orbital energy in eV: -5.88
Molar mass in g/mol: 86.11
Charge: +1
Energy in eV: -7803.421
Max |F| in hartree/bohr: 0.0726

```
14
Properties=species:S:1:pos:R:3:forces:R:3
O -2.12994 0.09340 -0.58633 3.33 -0.68 1.54
N -0.82586 -0.38318 0.09250 -1.58 1.05 -0.74
C 0.31093 -0.42581 0.31184 -2.38 0.13 -1.64
C 1.73073 -0.35983 0.43776 1.72 -0.74 0.73
C 2.54269 0.23141 -0.76656 -0.45 1.81 0.45
C -3.26205 0.18682 0.28504 -0.72 1.85 -0.65
H 2.23806 -1.36858 0.47951 -1.28 0.66 0.52
H 3.51866 0.51021 -0.37240 -0.02 -0.09 0.19
H 2.18845 1.16269 -1.32054 -0.06 -1.57 0.77
H 1.87168 0.09133 1.43115 0.32 0.23 -0.33
H -3.81819 -0.68684 0.26907 -0.74 -1.89 0.13
H -3.16792 0.60226 1.25908 1.07 -0.01 0.92
H 2.69363 -0.63893 -1.34875 0.13 -0.26 -1.42
H -3.89085 0.98507 -0.17137 0.64 -0.49 -0.47
```
Forces are in eV/Å.

---

Here is an isolated ion of composition C4H8NO and charge +1 at a distorted geometry from the Open Molecules 2025 dataset. Energies are from the ωB97M-V functional and the def2-TZVPD basis.

Lowest unoccupied orbital energy (alpha / beta) in eV: -6.76 / -6.75
Molar mass in g/mol: 86.11
Charge: +1
Energy in eV: -7803.226
Max |F| in hartree/bohr: 0.2527

```
14
Properties=species:S:1:pos:R:3:forces:R:3
O 0.34592 -0.80470 2.90050 4.16 4.22 -8.84
N 0.13956 -0.12544 0.51006 3.45 1.24 -0.25
C 0.73196 0.27766 -0.58827 0.01 0.80 -1.17
C 0.98048 -0.17178 1.62294 -6.81 -5.46 9.63
C -1.23188 -0.58158 0.68398 2.31 -3.12 -2.54
C 0.03237 0.60440 -1.84278 -1.76 1.56 1.04
H -1.69576 -0.31413 -0.26927 -0.43 -1.06 0.31
H -1.00006 -1.65216 1.06998 -1.44 1.42 -1.19
H 0.68468 0.66980 -2.64648 1.91 1.08 -1.11
H -0.51873 -0.19486 -2.27732 -1.63 -0.73 0.45
H 1.91121 0.22583 1.82893 1.99 0.89 -0.54
H 1.83318 0.51640 -0.71817 -1.19 -0.58 1.43
H -1.63508 -0.07551 1.44032 -1.68 2.07 3.11
H -0.57785 1.62607 -1.71442 1.11 -2.33 -0.32
```
Forces are in eV/Å.

---

Here is an isolated ion of composition C4H8NO and charge +1 at a distorted geometry from the Open Molecules 2025 dataset. Energies are from the ωB97M-V functional and the def2-TZVPD basis.

Lowest unoccupied orbital energy (alpha / beta) in eV: -2.92 / -8.05
Molar mass in g/mol: 86.11
Charge: +1
Multiplicity: 3
Energy in eV: -7801.349
Max |F| in hartree/bohr: 0.0743
<S²>: 2.01

```
14
Properties=species:S:1:pos:R:3:forces:R:3
O 0.10556 1.02168 0.12377 2.74 -0.64 -1.45
N 0.98976 -0.01076 -0.00080 -1.42 1.98 0.17
C 2.37329 0.07761 -0.11520 0.16 -2.92 -1.07
C -2.23058 0.25870 -0.38698 2.65 1.44 -2.35
C -1.00294 0.07903 0.47626 -0.46 1.69 1.96
C 0.02974 -0.98655 0.36835 -1.61 1.72 0.32
H -2.73713 -0.64912 -0.32974 -1.19 -1.53 -0.38
H 2.53282 0.75264 -0.88079 0.97 1.65 -1.42
H -1.11906 0.55138 1.50916 -0.79 -1.63 -0.71
H 2.91525 0.23990 0.76150 0.65 0.75 1.73
H 2.69664 -0.94843 -0.46643 -0.33 1.05 0.17
H -2.80045 1.02362 0.08594 -0.67 0.65 -0.10
H 0.16629 -1.98197 0.39340 0.22 -3.18 0.08
H -1.91918 0.57226 -1.53843 -0.92 -1.03 3.06
```
Forces are in eV/Å.

---

Here is an isolated ion of composition C4H8NO2 and charge -1 at a distorted geometry from the Open Molecules 2025 dataset. Energies are from the ωB97M-V functional and the def2-TZVPD basis.

Lowest unoccupied orbital energy in eV: 4.00
Molar mass in g/mol: 102.11
Charge: -1
Energy in eV: -9862.866
Max |F| in hartree/bohr: 0.1088

```
15
Properties=species:S:1:pos:R:3:forces:R:3
O -0.33084 -0.22317 2.76098 -2.17 -0.48 1.81
O 1.59398 0.78776 2.26592 2.54 2.26 1.77
N -0.97909 -0.24819 0.18574 -0.79 -3.10 -1.74
C 0.49248 -0.20550 0.45005 -3.09 4.66 -0.08
C 0.53453 0.25391 2.07369 1.10 -2.48 -4.24
C -1.35953 -0.73011 -1.20790 0.65 0.67 -0.71
C 1.01287 0.96172 -0.52383 1.41 0.75 3.56
H 1.10828 -1.02017 0.20753 0.45 -1.83 0.03
H -1.43731 -0.96052 0.79709 0.82 1.09 -0.03
H 1.69767 1.65168 0.12437 -1.03 -1.30 -0.94
H 0.29247 1.65958 -0.93685 -0.47 -0.46 -0.22
H -2.48173 -0.69769 -1.37350 1.29 -0.08 0.33
H 1.66902 0.51801 -1.22399 0.51 -0.20 -1.34
H -0.87455 -0.05091 -1.94625 -0.67 0.14 0.50
H -0.93824 -1.69641 -1.65306 -0.56 0.36 1.31
```
Forces are in eV/Å.

---

Here is an isolated ion of composition C4H8NO2 and charge -1 at a distorted geometry from the Open Molecules 2025 dataset. Energies are from the ωB97M-V functional and the def2-TZVPD basis.

Lowest unoccupied orbital energy in eV: 3.77
Molar mass in g/mol: 102.11
Charge: -1
Energy in eV: -9862.200
Max |F| in hartree/bohr: 0.0596

```
15
Properties=species:S:1:pos:R:3:forces:R:3
O 0.67811 -0.21513 2.93092 0.19 -0.03 0.01
O -1.18822 -0.95828 -2.58785 -0.02 -0.07 0.30
N -0.41008 -0.18009 -0.58227 1.49 -0.38 0.11
C 0.41138 0.43105 1.78812 -0.76 -1.22 0.21
C -0.91920 -1.11370 -1.39719 -0.55 0.23 -1.04
C 0.31926 -0.63476 0.58633 -0.31 0.21 3.04
C 0.10137 1.06508 -1.13519 -0.67 0.07 -0.47
H -0.08421 1.02522 -2.21681 0.37 0.19 0.23
H 1.15014 1.19670 -0.85937 -0.06 -0.14 -0.27
H 1.28113 -1.16509 0.54381 0.29 0.51 -1.19
H 1.15359 1.23319 1.61204 -0.15 0.33 -0.59
H -0.23844 -1.36332 1.17859 -0.58 -0.11 -0.48
H -1.14904 -2.06550 -0.90112 0.18 -0.03 0.23
H -0.44722 1.91602 -0.72242 0.03 -0.07 0.04
H -0.65858 0.82860 1.76241 0.55 0.51 -0.13
```
Forces are in eV/Å.